Entry from the Open Molecules 2025 dataset: a single C2H9N5S molecule (ωB97M-V/def2-TZVPD).

```
17
Properties=species:S:1:pos:R:3:forces:R:3
C -1.793018 -1.772757 -1.451496 0.2 0.4 -0.2
C 0.321063 0.294869 0.054203 1.0 0.7 1.1
H -2.599311 -1.708772 -0.714560 0.2 0.0 -0.2
H -2.155712 -2.261699 -2.362361 0.1 -0.2 0.3
H -0.900998 -2.267103 -1.050216 -0.3 0.0 -0.1
H -1.491553 1.285706 -0.167045 0.3 0.0 0.4
H 1.524475 0.917802 1.491394 -0.6 0.7 0.0
H -0.345115 2.404917 2.317422 0.0 0.3 -0.3
H 0.450389 2.989831 0.955014 -0.2 0.5 0.2
H 2.171092 -1.510333 1.014008 0.3 0.2 0.3
H 3.098686 -0.932494 -0.146777 -0.5 0.4 0.3
N -0.847742 0.631062 -0.572630 0.1 -1.3 -1.6
N 0.534716 1.058550 1.225584 0.7 -2.2 -0.9
N -0.147683 2.265705 1.330602 0.3 0.1 0.4
N 1.173488 -0.611930 -0.351058 -2.5 1.2 -0.9
N 2.314773 -0.660423 0.465211 1.2 -0.8 0.5
S -1.307549 -0.122932 -2.037296 0.0 0.1 0.7
```
Positions in Å, forces in eV/Å.

The calculation puts the energy relative to the best compared isomer or geometry (same formula, charge and spin) at 0.200 eV. Its HOMO-LUMO gap is 9.1 eV. As for the highest occupied orbital energy: -8.127 eV. For the largest force on an atom, the calculation gives 2.9 eV/Å.

natural (NBO) population analysis, charges in e, atoms 1 to 6: -0.762, 0.550, 0.215, 0.224, 0.236, 0.431

Entry from the Open Molecules 2025 dataset: a single C5H11NO molecule (ωB97M-V/def2-TZVPD).

```
18
Properties=species:S:1:pos:R:3:forces:R:3
C -2.042468 -0.303984 -1.178430 0.0 0.0 -0.1
C -1.293883 0.042565 0.107426 0.0 0.1 0.1
C 0.231950 0.203610 -0.038678 -0.1 0.1 -0.1
C 0.726037 1.464229 0.676866 0.0 0.0 0.0
N 0.931724 -0.984260 0.451023 0.1 0.0 0.0
C 2.260804 -1.155383 0.234055 0.1 0.0 -0.1
O 2.946524 -0.437169 -0.469054 -0.2 -0.2 0.2
H -1.814721 0.426196 -1.962667 0.0 -0.1 0.1
H -1.784890 -1.296600 -1.562279 0.0 0.1 0.1
H -3.125331 -0.277550 -1.012476 0.2 -0.1 0.0
H -1.685938 0.991798 0.487950 0.0 -0.1 0.0
H -1.525160 -0.699972 0.883207 0.1 0.1 -0.1
H 0.489627 0.280391 -1.101305 -0.1 0.1 0.1
H 0.197712 2.344002 0.293971 0.1 -0.1 0.0
H 0.526495 1.386749 1.752215 0.0 0.0 -0.1
H 1.797846 1.608418 0.520026 -0.2 -0.1 0.0
H 0.490645 -1.555317 1.157143 0.1 0.1 -0.1
H 2.673022 -2.037727 0.761004 -0.1 0.1 -0.1
```
Positions in Å, forces in eV/Å.

The calculation puts the energy relative to the best compared isomer or geometry (same formula, charge and spin) at 0.340 eV. Its HOMO-LUMO gap is 10.6 eV. As for the highest occupied orbital energy: -9.710 eV. For the largest force on an atom, the calculation gives 0.4 eV/Å.

natural (NBO) population analysis, charges in e, atoms 1 to 6: -0.603, -0.397, -0.058, -0.616, -0.618, 0.528

Entry from the Open Molecules 2025 dataset: a molecular structure, C12H28KN4O8P (ωB97M-V/def2-TZVPD).

```
54
Properties=species:S:1:pos:R:3:forces:R:3
K 0.079732 1.467222 0.636423 0.5 0.1 0.2
P 2.825852 3.001602 1.039623 2.2 5.9 1.7
O 3.840102 2.004692 0.556413 0.9 -2.4 -0.8
O 1.829202 3.215542 -0.124897 -0.5 -0.4 0.2
O 3.534072 4.299972 1.597433 -0.9 -1.2 -1.8
O 2.138392 2.500762 2.299893 -2.1 -2.3 0.6
C 1.855142 -1.334828 -1.563827 -0.5 0.4 0.1
O 1.185282 -0.656788 -0.770807 1.0 -1.4 -1.3
N 2.819402 -2.222768 -1.257947 1.5 0.1 3.5
C 3.757082 -2.845768 -2.154257 0.6 0.3 -1.7
C 3.380202 -2.172818 0.166953 -0.7 -0.1 -1.1
H 1.740682 -1.358178 -2.658617 -0.5 0.5 -0.1
H 4.216532 -3.793238 -1.872647 -1.3 -0.6 0.4
H 4.722292 -2.370248 -2.328457 -0.1 1.4 0.5
H 3.364962 -2.861528 -3.171167 -0.4 -0.5 0.1
H 3.056662 -3.050568 0.726393 0.3 -0.4 -0.2
H 4.458452 -2.131118 0.012883 -0.1 0.0 0.6
H 3.020692 -1.331738 0.759773 0.1 0.4 -0.6
C -0.093558 -1.999718 1.875803 -0.4 4.0 -4.1
O -0.683478 -0.916728 1.936233 -0.2 -0.2 -0.4
N 0.082232 -2.756478 2.860833 2.4 -4.8 5.0
C -0.384928 -2.287618 4.204913 -0.2 -1.4 -0.2
C 1.046632 -3.954558 2.765153 0.1 0.9 0.6
H 0.393742 -2.308168 0.937933 -0.2 -0.1 -0.1
H 0.325542 -2.297648 5.031493 1.0 0.6 -0.7
H -1.029578 -3.062878 4.619053 -0.8 0.1 -0.4
H -0.885708 -1.330768 4.057393 0.2 -0.3 0.2
H 1.239262 -4.421138 1.799083 -1.2 0.4 -0.5
H 2.077082 -3.693908 3.006673 -0.1 0.7 0.5
H 0.815342 -4.761908 3.459983 -0.6 0.3 0.0
C 0.485162 2.103092 -3.444947 1.8 1.2 -3.2
O 1.247382 2.732642 -4.195407 -1.0 -0.6 1.6
N -0.432698 1.258922 -3.988427 -1.4 -0.8 0.5
C -1.142628 0.442612 -3.036037 -0.2 -1.2 0.0
C -0.765818 1.005252 -5.405247 -0.5 1.7 0.3
H 0.512392 2.149612 -2.345267 0.1 0.1 -0.2
H -1.108258 0.785312 -2.001877 0.4 0.2 -0.3
H -0.688958 -0.546408 -3.100317 -0.1 -0.4 0.5
H -2.203488 0.295352 -3.238477 -0.1 0.3 -0.4
H -0.416148 1.827492 -6.029537 0.8 -0.3 0.1
H -0.593778 0.029012 -5.858517 0.9 -0.1 0.5
H -1.837888 1.136462 -5.552057 -0.4 -0.1 0.5
C -3.507888 2.501562 0.129113 0.7 1.9 0.9
O -2.371358 2.454052 -0.286177 0.6 -1.3 0.1
N -3.885808 2.389912 1.443403 -2.7 1.3 0.7
C -5.160898 3.092492 1.845833 -0.3 -0.4 -1.0
C -3.172318 1.857422 2.555683 1.8 -0.8 0.8
H -4.226808 2.944352 -0.577487 -0.8 -0.5 0.5
H -5.429288 3.277052 2.886023 1.5 -0.2 0.5
H -6.040488 2.488892 1.622013 -0.1 0.1 -1.0
H -5.166888 4.081492 1.387643 -0.4 -0.2 -0.3
H -2.108458 2.094702 2.553643 0.2 -0.2 -0.5
H -3.436878 2.253392 3.536153 -0.7 0.4 -0.4
H -3.275498 0.776652 2.652563 0.1 -0.1 -0.2
```
Positions in Å, forces in eV/Å.

Its HOMO-LUMO gap (alpha / beta) is 3.9 / 3.5 eV. As for the highest occupied orbital energy (alpha / beta): -2.082 / -1.763 eV. For the largest force on an atom, the calculation gives 7.3 eV/Å. The spin multiplicity is 2. The total charge is -1.

natural (NBO) population analysis, charges in e, atoms 1 to 6: 0.936, 2.432, -0.995, -1.115, -1.233, -1.048

Question: The highest largest force on an atom belongs to which entry?
Answer: C12H28KN4O8P